A structure of composition C29H32HfN7OS2, computed with the ωB97M-V functional and the def2-TZVPD basis.

The value obtained for the energy relative to the best compared isomer or geometry (same formula, charge and spin) is 3.5 kcal per mole. As for the total energy: -66044.1571 eV. The calculation puts the lowest unoccupied orbital energy at -3.04 eV. The value obtained for the HOMO energy is -9.06 eV.

Geometry as ORCA input:
```
! RIJCOSX wB97M-V def2-TZVPD def2/J DEFGRID3
* xyz 1 1
C 1.7428 1.0815 -2.2053
H 2.3526 3.4315 3.7978
H -4.6830 -3.6982 1.9887
H -3.2684 -0.2631 -4.3538
C 3.0454 1.3493 -0.3193
C 1.3491 -1.6238 -3.6572
H -2.7521 0.8842 2.4562
H -0.9362 4.3420 1.4161
C 0.4344 0.6289 -2.7552
C 1.9379 -1.9014 0.5639
O -0.6376 2.4906 0.5377
C -1.8690 1.7655 0.6600
H -1.6642 2.2393 2.7544
H -2.2697 -4.3293 2.0431
C 2.8326 1.3548 -3.0217
H -1.2948 4.2466 -0.3308
C -4.1748 -0.2785 -3.7564
C 1.7245 -1.8523 -0.9330
S -4.4155 1.3159 -2.9410
N 1.8423 1.1024 -0.8590
H 3.1306 -2.7181 -3.8765
C 1.8835 0.1199 4.2417
H -0.0435 -3.2058 -0.0224
H 2.7024 1.3340 -4.0944
H 3.5766 -2.7737 -1.3721
C -0.2106 -2.8785 1.0035
C 1.4201 2.0852 2.4336
C -2.9017 1.4196 -2.0115
N 0.5271 -1.2976 -1.3122
H 1.1195 -1.5990 -4.7158
H 0.2725 0.9893 -3.7736
H -4.1305 -1.0763 -3.0172
C 2.0469 2.4111 3.6164
C -3.2759 -0.9715 0.5909
H 3.1103 1.3325 0.7602
H -0.1762 -1.6808 3.1593
C -2.4372 1.8602 2.0809
C -2.5887 -3.3791 1.6365
C 2.6824 -2.3101 -1.7652
C -1.6498 -2.5021 1.1244
C 0.7958 -1.5118 2.6858
H 0.0559 -3.7000 1.6752
H 1.4882 -2.2501 3.1048
N -1.8254 0.9771 -2.5089
H 1.2396 2.8350 1.6825
C 4.0577 1.6303 -2.4520
C 0.3868 -0.9398 -2.7310
H 4.9177 1.8434 -3.0728
C -4.2759 -1.8082 1.0468
N 1.0102 0.8397 2.1351
C -3.9280 -3.0284 1.5987
H -5.3062 -1.4895 0.9780
N -0.6239 1.0764 -1.8547
H 0.3910 4.2212 0.2207
C -0.6254 3.9122 0.4606
H 2.0609 -0.6977 4.9277
H -3.5221 -0.0050 0.1774
N -1.9723 -1.2948 0.6294
H 2.3894 -2.8518 0.8670
Hf -0.1991 0.2689 0.0670
C 2.2754 1.4089 4.5482
C 1.2574 -0.1266 3.0297
N 0.6411 -1.7005 1.2411
H 5.1115 1.8102 -0.5744
C 2.4398 -2.2365 -3.1955
H -3.2987 2.5285 2.1628
H -0.6385 -1.1521 -3.0491
H 2.7620 1.6270 5.4894
H -5.0397 -0.4244 -4.4007
H 2.6154 -1.1020 0.8777
S -3.1641 2.2799 -0.4707
C 4.1697 1.6156 -1.0672
*
```